(1)
This record from OMol25 describes a cluster of 2 separate species, C9H18Si3 in total. The level of theory is the ωB97M-V functional and the def2-TZVPD basis.

The geometry in XYZ format:
```
30
Properties=species:S:1:pos:R:3:mulliken_charge:R:1
C 1.402 -0.729 -1.198 -1.097
C 1.814 -0.275 1.101 -1.225
C 2.162 -0.948 -0.056 0.573
C 0.354 0.179 -1.202 0.953
C 0.762 0.632 1.124 0.648
C 0.023 0.880 -0.036 1.109
C 3.335 -1.881 -0.096 -1.426
C -0.404 0.382 -2.481 -1.520
C 0.459 1.348 2.406 -1.803
Si -1.225 2.303 -0.029 0.666
Si -3.374 -0.280 -0.218 0.304
Si -2.652 -2.213 0.565 0.197
H 1.654 -1.256 -2.107 0.315
H 2.390 -0.441 2.002 0.238
H 4.037 -1.567 -0.867 0.341
H 3.855 -1.897 0.859 0.356
H 3.006 -2.891 -0.331 0.328
H -0.377 1.423 -2.792 0.329
H 0.020 -0.229 -3.277 0.355
H -1.450 0.096 -2.350 0.184
H -0.576 1.189 2.704 0.360
H 1.105 0.996 3.208 0.360
H 0.606 2.421 2.291 0.354
H -2.053 2.393 -1.231 -0.160
H -0.435 3.549 0.031 -0.236
H -2.095 2.290 1.151 -0.143
H -4.389 0.361 0.638 -0.106
H -4.075 -0.390 -1.512 -0.097
H -1.778 -3.093 -0.220 -0.080
H -2.099 -2.350 1.923 -0.075
```

As for the largest force on an atom: 0.79 eV/Å. The value obtained for the orbital gap is 6.98 eV. The calculation puts the energy relative to the best compared isomer or geometry (same formula, charge and spin) at 9.6 kcal/mol. The HOMO energy is -7.896 eV. As for the spin multiplicity: 1.



(2)
This record from OMol25 describes a cluster of 16 separate species, C84H180BF4N9O12 in total in a non-equilibrium geometry. The level of theory is the ωB97M-V functional and the def2-TZVPD basis.

The geometry in XYZ format:
```
290
Properties=species:S:1:pos:R:3:mulliken_charge:R:1
C 4.127 4.345 2.681 0.180
C 5.186 3.368 2.218 -1.137
C 4.524 2.027 1.989 0.188
N 5.457 0.841 1.837 1.156
C 6.572 1.192 0.800 -0.863
C 4.654 -0.323 1.396 0.903
C 5.355 -1.688 1.936 0.560
C 6.454 -1.113 2.887 -0.778
C 6.080 0.327 3.163 -0.857
H 3.728 4.029 3.683 0.259
H 3.383 4.606 1.962 -0.390
H 4.627 5.299 2.961 0.502
H 5.865 3.243 3.083 0.270
H 5.689 3.673 1.355 0.685
H 3.918 2.037 1.093 -0.276
H 3.903 1.946 2.868 0.218
H 7.218 0.373 0.497 0.317
H 7.158 2.022 1.228 0.275
H 6.067 1.501 -0.053 0.377
H 4.383 -0.190 0.385 -0.326
H 3.811 -0.219 2.070 -0.694
H 5.853 -2.267 1.140 0.279
H 4.707 -2.297 2.571 -0.662
H 7.462 -1.335 2.494 0.287
H 6.332 -1.598 3.880 0.410
H 6.937 0.860 3.437 0.513
H 5.340 0.390 3.969 0.452
C 4.917 -4.626 -0.790 -1.137
C 3.783 -5.444 -1.394 0.082
C 2.286 -5.122 -0.896 1.294
N 1.675 -6.247 -0.034 0.767
C 1.433 -7.521 -0.878 -0.963
C 0.316 -5.950 0.710 0.603
C 0.306 -7.077 1.731 -0.673
C 1.762 -6.875 2.350 -0.852
C 2.638 -6.481 1.182 0.284
H 4.729 -3.602 -0.522 -0.139
H 5.709 -4.610 -1.506 0.602
H 5.285 -5.130 0.173 0.249
H 4.101 -6.515 -1.305 0.212
H 3.770 -5.209 -2.476 -0.080
H 1.607 -4.971 -1.774 -0.849
H 2.322 -4.261 -0.231 -0.227
H 2.400 -7.732 -1.335 0.366
H 0.692 -7.252 -1.658 0.116
H 1.155 -8.337 -0.239 0.458
H -0.457 -6.077 -0.035 -0.405
H 0.348 -4.970 1.172 -0.462
H 0.172 -8.065 1.259 0.384
H -0.489 -6.965 2.520 0.287
H 2.025 -7.751 2.944 0.515
H 1.687 -6.051 3.056 0.079
H 3.400 -7.208 0.911 0.477
H 3.048 -5.464 1.309 -0.230
C 3.290 8.018 1.446 -1.399
C 2.455 7.702 2.780 -0.350
C 0.948 7.518 2.394 0.113
N 0.186 6.648 3.483 0.734
C 0.630 5.263 3.385 -0.079
C -1.228 6.730 3.151 -0.595
C -1.818 8.046 3.630 -0.608
C -0.940 8.383 4.901 -0.748
C 0.103 7.226 4.931 -0.091
H 4.381 8.172 1.600 0.372
H 2.897 8.923 1.016 0.458
H 3.183 7.296 0.677 0.256
H 2.691 8.569 3.460 0.317
H 2.759 6.770 3.221 0.314
H 0.864 6.881 1.459 -0.309
H 0.423 8.508 2.257 0.549
H 1.695 5.385 3.393 -0.081
H 0.300 4.972 2.354 -0.057
H 0.193 4.732 4.285 0.018
H -1.717 5.913 3.721 0.270
H -1.499 6.508 2.156 0.263
H -2.890 7.982 3.941 0.348
H -1.807 8.875 2.875 0.316
H -1.486 8.520 5.772 0.542
H -0.440 9.304 4.649 0.296
H -0.241 6.339 5.498 -0.154
H 1.051 7.679 5.245 0.497
C -2.827 -4.823 3.416 -0.861
C -3.870 -4.470 2.397 0.061
C -3.094 -4.856 1.176 -0.682
N -3.694 -4.589 -0.217 0.711
C -2.711 -5.049 -1.231 -1.029
C -4.050 -3.066 -0.494 1.120
C -5.330 -3.121 -1.445 -0.648
C -5.676 -4.550 -1.611 -1.216
C -5.015 -5.283 -0.392 -0.738
H -3.110 -4.566 4.465 0.443
H -1.859 -4.293 3.228 -0.076
H -2.638 -5.924 3.373 0.357
H -4.182 -3.408 2.258 0.004
H -4.799 -5.106 2.591 0.373
H -2.643 -5.863 1.222 0.800
H -2.157 -4.280 1.142 -0.199
H -2.619 -6.116 -1.070 0.316
H -1.779 -4.455 -1.151 0.131
H -3.140 -4.850 -2.199 0.550
H -3.169 -2.681 -1.061 -0.921
H -4.152 -2.439 0.384 -0.012
H -5.199 -2.675 -2.411 0.123
H -6.081 -2.529 -0.973 0.579
H -5.367 -4.890 -2.587 0.422
H -6.744 -4.704 -1.568 0.499
H -4.960 -6.338 -0.462 0.446
H -5.638 -5.042 0.502 0.469
C 4.419 -7.789 -5.218 -1.494
C 3.150 -6.930 -5.601 0.562
C 3.637 -5.821 -6.570 -0.834
N 2.550 -4.930 -7.127 0.551
C 1.332 -5.702 -7.372 -1.153
C 2.963 -4.261 -8.480 -0.623
C 3.943 -3.242 -7.981 -0.753
C 3.485 -2.827 -6.608 -0.777
C 2.287 -3.686 -6.335 0.300
H 4.774 -8.488 -6.003 0.379
H 4.122 -8.366 -4.340 0.411
H 5.253 -7.106 -5.001 0.359
H 2.740 -6.445 -4.699 -0.276
H 2.350 -7.490 -6.082 0.449
H 4.087 -6.314 -7.477 0.252
H 4.370 -5.150 -6.120 0.437
H 0.875 -6.172 -6.506 0.157
H 1.599 -6.370 -8.219 0.380
H 0.562 -5.068 -7.794 0.478
H 2.183 -3.684 -8.986 0.381
H 3.382 -5.045 -9.088 0.495
H 4.145 -2.371 -8.603 0.402
H 4.947 -3.673 -7.911 0.316
H 3.267 -1.739 -6.483 0.482
H 4.286 -3.172 -5.967 0.273
H 1.395 -3.206 -6.636 0.635
H 2.179 -3.909 -5.262 -0.625
C 0.667 1.256 3.066 -0.493
C -0.119 0.706 1.940 1.267
C 0.887 -0.142 1.187 0.757
N 0.460 -0.649 -0.191 1.367
C -0.918 -1.224 -0.036 1.782
C 1.297 -1.706 -0.844 0.329
C 0.948 -1.618 -2.352 -0.512
C 0.207 -0.248 -2.534 0.036
C 0.475 0.466 -1.222 1.111
H 0.073 1.861 3.714 0.780
H 1.453 1.965 2.749 -0.673
H 1.151 0.453 3.670 -0.515
H -0.601 1.553 1.384 -1.115
H -0.876 0.049 2.317 0.863
H 1.099 -0.987 1.796 -0.734
H 1.796 0.372 0.944 -0.114
H -1.477 -1.256 -1.014 -0.351
H -1.502 -0.601 0.661 -1.402
H -0.870 -2.220 0.413 -0.193
H 1.134 -2.676 -0.365 -0.224
H 2.310 -1.407 -0.681 -0.114
H 0.258 -2.388 -2.614 -0.519
H 1.857 -1.635 -2.904 0.712
H -0.854 -0.322 -2.796 -0.934
H 0.761 0.281 -3.351 0.205
H -0.237 1.275 -0.991 0.162
H 1.518 0.782 -1.216 -0.609
C -7.818 1.948 -4.301 -1.533
C -7.017 1.735 -2.984 0.107
C -5.816 2.562 -2.940 -0.682
N -5.177 2.550 -1.620 0.888
C -5.965 3.380 -0.698 -0.728
C -3.771 3.041 -1.752 -0.656
C -3.080 2.645 -0.410 0.947
C -3.853 1.383 0.059 0.714
C -4.828 1.150 -1.033 -0.125
H -8.500 1.144 -4.450 0.461
H -7.192 2.004 -5.198 0.340
H -8.477 2.775 -4.176 0.406
H -6.722 0.662 -2.978 0.067
H -7.721 1.978 -2.137 0.153
H -6.038 3.561 -3.282 0.467
H -5.049 2.073 -3.626 0.128
H -5.700 3.223 0.340 0.290
H -7.036 3.226 -0.886 0.286
H -5.709 4.432 -0.890 0.290
H -3.668 4.067 -1.981 0.810
H -3.422 2.412 -2.551 -0.623
H -3.104 3.445 0.307 0.354
H -2.044 2.559 -0.628 -1.047
H -4.379 1.592 0.945 0.158
H -3.174 0.535 0.243 -0.739
H -5.771 0.652 -0.752 0.561
H -4.460 0.545 -1.867 -0.665
C 1.261 -1.129 7.224 -1.502
C -0.124 -1.210 6.508 0.380
C -1.039 -0.218 7.123 -1.162
N -2.446 0.030 6.565 0.778
C -3.223 -1.316 6.511 -1.772
C -2.345 0.641 5.159 0.287
C -3.726 1.342 5.153 -1.027
C -3.844 2.015 6.584 -0.700
C -3.233 0.961 7.455 -0.665
H 1.233 -1.307 8.325 0.355
H 1.622 -0.080 7.134 0.292
H 1.850 -1.817 6.725 0.543
H -0.564 -2.152 6.630 0.556
H 0.014 -1.014 5.423 -0.214
H -0.640 0.814 7.123 0.256
H -1.247 -0.454 8.181 0.534
H -3.304 -1.770 7.496 0.268
H -2.806 -1.915 5.734 0.550
H -4.218 -1.069 6.178 0.751
H -2.288 -0.102 4.401 0.552
H -1.551 1.384 5.255 -0.544
H -4.534 0.697 4.999 0.348
H -3.815 2.078 4.346 0.407
H -4.861 2.118 6.827 0.457
H -3.222 2.884 6.693 0.120
H -3.951 0.356 7.977 0.503
H -2.511 1.366 8.106 0.614
C -0.471 7.815 -1.878 -1.596
C -0.646 7.143 -3.193 -0.422
C -1.075 5.656 -3.085 0.691
N -0.650 4.913 -4.315 0.443
C -1.219 5.386 -5.552 -0.903
C -1.051 3.453 -3.979 0.328
C -0.028 2.596 -4.740 0.098
C 1.166 3.438 -5.009 -0.039
C 0.925 4.766 -4.390 -0.161
H 0.380 7.609 -1.337 0.365
H -1.262 7.537 -1.179 0.330
H -0.574 8.893 -1.999 0.476
H 0.266 7.226 -3.786 0.204
H -1.348 7.635 -3.826 0.578
H -2.197 5.597 -3.009 0.082
H -0.570 5.127 -2.238 -0.808
H -0.899 4.765 -6.383 0.388
H -0.973 6.476 -5.707 0.300
H -2.317 5.360 -5.516 0.317
H -2.030 3.292 -4.358 0.814
H -0.783 3.338 -2.932 -0.851
H -0.469 2.435 -5.718 0.534
H 0.124 1.630 -4.277 -0.638
H 1.302 3.521 -6.082 0.373
H 2.102 2.958 -4.601 -0.465
H 1.268 5.658 -4.873 0.613
H 1.158 4.831 -3.358 0.054
B -4.909 -0.877 2.667 -0.330
F -4.819 -1.319 3.947 -0.043
F -5.774 -1.671 1.839 -0.352
F -5.515 0.400 2.581 -0.370
F -3.657 -1.006 2.150 0.401
C 0.328 4.905 8.021 -1.348
C -0.344 3.806 7.089 0.340
O -0.782 2.756 7.555 -0.709
O -0.408 4.174 5.911 -0.532
H -0.433 5.607 8.406 0.284
H 1.065 5.498 7.499 0.323
H 0.836 4.442 8.852 0.381
C -3.183 -1.194 -5.390 -1.914
C -3.039 -0.575 -4.003 0.294
O -2.912 0.704 -3.966 -0.515
O -3.117 -1.413 -3.036 0.127
H -2.802 -2.144 -5.558 0.350
H -2.828 -0.533 -6.150 0.441
H -4.219 -1.270 -5.678 0.368
C 1.770 3.768 0.034 0.698
C 0.464 4.367 -0.381 -0.925
O -0.342 3.586 -1.057 -0.044
O 0.205 5.572 -0.126 -0.666
H 2.368 4.460 0.612 -1.176
H 2.220 3.514 -0.906 0.591
H 1.666 2.851 0.682 -0.223
C 4.457 1.008 -3.520 -1.350
C 4.289 1.104 -2.003 0.773
O 4.782 2.031 -1.341 -0.847
O 3.686 0.115 -1.511 -0.415
H 3.842 0.224 -3.881 0.118
H 5.432 1.172 -3.920 0.390
H 3.892 1.924 -3.850 0.157
C 2.245 -2.586 3.843 -0.888
C 1.324 -2.946 2.729 -0.019
O 0.131 -3.224 3.000 -0.665
O 1.934 -3.076 1.592 0.087
H 2.434 -1.546 3.883 0.128
H 3.216 -3.104 3.829 0.141
H 1.731 -2.854 4.753 0.308
C -1.145 -4.572 -4.653 -0.500
C 0.035 -5.032 -3.711 -0.056
O 1.240 -5.054 -4.139 -0.032
O -0.330 -5.495 -2.604 -0.456
H -1.777 -3.909 -4.087 -0.549
H -1.677 -5.511 -4.863 0.602
H -0.771 -3.962 -5.422 0.066
```

Its charge is +2. As for the largest force on an atom: 3.72 eV/Å. The value obtained for the orbital gap is 8.46 eV. The HOMO energy is -11.182 eV. As for the spin multiplicity: 1.